DFT (ωB97M-V/def2-TZVPD) results for a 2-piece molecular cluster, C6H9ClO overall.

```
17
Properties=species:S:1:pos:R:3:mulliken_charge:R:1
C -1.1520 0.0821 0.9994 0.2783
C -1.7822 -0.3995 2.0521 -0.7496
C 0.1405 0.1279 0.2590 0.2388
C -1.0485 0.8201 -0.2228 0.0672
C -1.4782 1.4542 -1.3160 -0.8918
C 0.6108 -1.0072 -0.6246 -0.5429
O 1.7112 -0.5717 -1.4341 -0.5028
Cl 3.5359 -0.4246 1.3688 -0.2749
H -2.8765 -0.0951 2.2246 0.2342
H -1.1706 -1.1202 2.6126 0.2673
H 0.9756 0.7451 0.7164 0.1118
H 3.4992 -0.0109 0.1736 0.2504
H -2.4957 1.8457 -1.2780 0.2849
H -0.7189 1.8981 -2.0167 0.2499
H -0.2965 -1.2756 -1.1802 0.4382
H 1.0024 -1.8449 -0.0509 0.2582
H 1.5435 -0.2234 -2.2833 0.2830
```

Results
Calculated total energy ... -769.32208 Eh
E_HOMO ... -9.351 eV
Energy relative to the best compared isomer or geometry (same formula, charge and spin) ... 3.331 eV
Strongest force on any atom ... 2.1 eV Å⁻¹
SMILES string ... C=C1C(=C)C1CO.Cl
LUMO energy ... 0.378 eV
Orbital gap ... 9.73 eV

=====

DFT (ωB97M-V/def2-TZVPD) results for an isolated molecule of C6H10N2.

```
18
Properties=species:S:1:pos:R:3:mulliken_charge:R:1
C 0.8847 1.2012 0.3252 -0.4817
C -0.6657 1.0939 0.0184 -0.5629
C -1.4995 1.2733 -1.2729 -0.4243
C -0.7022 -1.2703 -0.5655 -0.3451
C 0.1532 -1.1062 0.6458 -0.4272
C 1.5719 -1.2198 1.0090 -0.2681
H 1.1120 1.3501 1.4743 0.2821
H 1.6070 1.6289 -0.3923 0.3151
H -1.3373 1.3587 0.8894 0.1777
H -2.5313 1.2448 -1.1623 0.3372
H -0.9924 1.6714 -2.1544 0.2429
H -0.0230 -1.7625 -1.4707 0.2331
H -1.7047 -1.8318 -0.3921 0.2757
H -0.4004 -0.7455 1.5332 0.2291
H 2.0446 -0.8710 1.8768 0.3666
H 2.1803 -2.0091 0.4334 0.1763
N -0.8956 0.1634 -0.9250 0.1071
N 1.1984 -0.1692 0.1296 -0.2336
```

Results
Calculated total energy ... -343.87802 Eh
E_HOMO ... -7.926 eV
Energy relative to the best compared isomer or geometry (same formula, charge and spin) ... 7.039 eV
Strongest force on any atom ... 7.9 eV Å⁻¹
LUMO energy ... 1.145 eV
Orbital gap ... 9.07 eV

=====

DFT (ωB97M-V/def2-TZVPD) results for a 3-piece molecular cluster, C11H12Cl2N2 overall.

```
27
Properties=species:S:1:pos:R:3:lowdin_spin:R:1
N 0.1396 -0.8961 2.4975 -0.0002
C 1.3559 -1.4554 2.2806 0.0052
C 1.6096 -2.2233 1.1756 0.0034
C 0.5960 -2.7553 0.4695 0.0005
C -0.7352 -2.3426 0.8599 0.0080
C -0.9151 -1.3968 1.8607 0.0046
H 2.1080 -1.0113 2.9158 0.0002
H 2.6278 -2.5038 0.9497 0.0001
H 0.7294 -3.4542 -0.3431 -0.0001
H -1.5992 -2.6101 0.2695 -0.0001
H -1.8833 -1.0607 2.2011 -0.0001
N -1.8316 2.7284 -1.9484 0.0073
C -1.2709 1.4912 -1.6930 0.2822
C -0.8183 1.0932 -0.4469 0.2239
C -1.0355 1.9542 0.6634 -0.0088
C -1.6797 3.1794 0.4724 0.2437
C -1.9432 3.5058 -0.9174 0.1949
H -1.0093 1.0979 -2.6642 0.0080
H -0.2720 0.1655 -0.3603 0.0048
H -0.8228 1.6268 1.6704 -0.0036
H -1.8509 3.8809 1.2756 0.0096
H -2.2777 4.4881 -1.2168 0.0061
C 1.9800 -0.6833 -2.0450 -0.0004
Cl 3.3010 -1.8961 -2.2307 0.0009
Cl 2.7317 0.6446 -1.2039 0.0103
H 1.6057 -0.4959 -3.0514 -0.0001
H 1.1599 -1.0712 -1.4407 -0.0003
```

Results
Calculated total energy ... -1455.86043 Eh
E_HOMO (alpha / beta) ... -12.739 / -12.707 eV
Strongest force on any atom ... 4.2 eV Å⁻¹
Multiplicity ... 2
LUMO energy (alpha / beta) ... -4.937 / -9.103 eV
Orbital gap (alpha / beta) ... 7.80 / 3.60 eV
Charge ... +1
<S²> ... 0.771

=====

DFT (ωB97M-V/def2-TZVPD) results for C33H57BN6O5 as an isolated structure.

```
102
Properties=species:S:1:pos:R:3:mulliken_charge:R:1
B 0.4117 -0.0629 0.2103 2.8445
H -0.0028 0.7794 0.7424 -0.6600
H 1.4849 0.0102 0.1257 0.9050
H 0.2187 -0.9501 0.7932 -2.0932
H -0.1123 -0.0612 -0.7329 -1.7161
C 1.2509 1.4193 2.9007 -1.1204
C 1.7595 -0.0629 2.8490 -0.0775
C 0.5015 -0.9644 2.9016 1.1458
O -0.2303 -0.9035 4.1470 -0.4824
C -1.3415 -1.7520 4.0541 -0.9777
N 2.3783 -0.1932 1.4641 -0.1472
H 3.2126 0.3701 1.3815 0.5317
H 2.6891 -1.1501 1.3758 0.6048
H 1.7851 -0.0394 0.6613 -0.7064
H 0.8387 1.6852 3.8741 0.9426
H 0.4764 1.5831 2.1514 -0.9930
H 2.0164 2.1916 2.8250 0.4180
H 2.5673 -0.4422 3.4748 0.6845
H 0.7375 -2.0097 2.7023 0.7329
H -0.0845 -0.8085 1.9959 0.4147
H -2.0525 -1.1511 3.4871 0.2741
H -1.7146 -2.0310 5.0395 0.3935
H -1.1261 -2.7246 3.6117 0.1287
C -2.9019 -0.8648 -1.2504 -1.3403
C -2.7770 -0.3281 0.1664 -0.0888
C -2.5100 -1.3122 1.2895 0.2825
O -3.6743 -2.1712 1.4197 -0.4740
C -3.5510 -2.8851 2.6552 -0.8000
N -1.5518 0.6585 0.1912 0.6273
H -0.6961 0.3037 -0.2112 -1.9142
H -1.8339 1.4317 -0.3941 0.7006
H -1.4075 1.0834 1.0961 0.3014
H -2.8433 -0.1558 -2.0761 0.6268
H -3.8031 -1.4743 -1.3170 0.5428
H -2.1214 -1.5530 -1.5751 -0.0458
H -3.5855 0.3480 0.4448 0.7091
H -2.4454 -0.7333 2.2108 0.6081
H -1.6992 -2.0232 1.1307 0.3775
H -4.4026 -3.5341 2.8594 0.4142
H -3.5098 -2.2490 3.5394 0.5082
H -2.6915 -3.5533 2.7089 -0.1771
C -1.0851 -4.6636 2.5310 -1.1866
N -1.0714 -4.0274 1.2196 0.4512
C -0.2376 -3.0485 0.9636 -1.2196
C -0.0641 -2.5283 -0.3759 -0.1314
C -0.9235 -2.9494 -1.4071 -0.0923
C -1.8711 -3.9094 -1.0728 -0.4093
C -1.9236 -4.4299 0.2380 -0.6506
C -0.8133 -2.2935 -2.7586 1.1110
C -0.7673 -3.0530 -3.9315 -0.7214
C -0.6485 -2.4364 -5.1567 -0.5517
N -0.4157 -1.0923 -5.2103 0.1495
C -0.3290 -0.3499 -4.0296 -0.5844
C -0.6675 -0.8905 -2.7820 -0.3794
C -0.1428 -0.3962 -6.4589 -0.8783
H -2.1319 -4.6973 2.8328 0.5475
H -0.3812 -4.1552 3.1899 0.7324
H -0.6614 -5.6503 2.3438 0.3837
H 0.4438 -2.6726 1.7125 0.2146
H 0.6327 -1.7064 -0.4504 0.8080
H -2.5035 -4.2389 -1.8839 0.7236
H -2.6152 -5.1961 0.5558 0.5432
H -0.8409 -4.1144 -3.7461 0.6964
H -0.6357 -2.9767 -6.0918 0.4733
H -0.1262 0.6820 -4.2752 0.1414
H -0.7202 -0.4065 -1.8179 -0.3508
H -0.3894 -1.0545 -7.2920 0.4066
H 0.9120 -0.1219 -6.4745 0.3427
H -0.7594 0.5026 -6.4496 0.3968
C 1.2289 1.9539 -4.7004 -1.0422
N 1.3514 2.4373 -3.3014 0.0659
C 0.7284 1.7822 -2.3216 -0.3919
C 0.7469 2.1953 -1.0445 0.4896
C 1.4719 3.3743 -0.6614 1.1093
C 2.1840 4.0454 -1.6851 -1.1144
C 2.0075 3.5765 -2.9891 -0.4315
C 1.5601 3.8372 0.7288 0.5899
C 2.0651 2.9881 1.7207 -0.6151
C 2.2944 3.5069 2.9966 -0.9763
N 1.7959 4.7279 3.3469 -0.0007
C 1.3131 5.5734 2.4094 -0.5203
C 1.1195 5.1263 1.0803 -0.5848
C 1.9567 5.2181 4.7324 -0.9057
H 2.0704 1.2614 -4.6816 0.4320
H 1.5556 2.7813 -5.3303 0.3853
H 0.2810 1.4873 -4.9688 0.7942
H 0.2002 0.8570 -2.4990 1.0454
H 0.0901 1.5773 -0.4503 0.3327
H 2.8876 4.8349 -1.4661 0.6013
H 2.5349 4.1138 -3.7634 0.4569
H 2.3442 1.9686 1.4989 0.7239
H 2.7851 2.9689 3.7942 0.6485
H 1.1312 6.5616 2.8054 0.5389
H 0.6165 5.7635 0.3680 0.6226
H 1.0006 5.4253 5.2132 0.3526
H 2.4477 6.1878 4.6511 0.4217
H 2.6388 4.5512 5.2598 0.3285
O 1.5477 -0.9271 -1.0479 0.0613
C 1.8557 -0.5965 -2.3002 0.6993
O 1.3831 0.4136 -2.7679 -1.1201
O 2.7797 -1.2233 -2.8597 -0.6500
H 1.1050 -0.1949 -0.6126 -1.2184
```

Results
Calculated total energy ... -2018.34235 Eh
E_HOMO ... -17.965 eV
Strongest force on any atom ... 11.9 eV Å⁻¹
LUMO energy ... -11.299 eV
Orbital gap ... 6.67 eV
Charge ... +4